Density functional theory data (ωB97M-V with the def2-TZVPD basis set) for a structure of composition C4H7Cl2N3S at a distorted geometry.

```
17
Properties=species:S:1:pos:R:3:nbo_charge:R:1
C -0.783 1.728 -1.128 0.057
C -1.830 1.066 -0.338 -0.410
C -0.729 -0.322 0.492 -0.004
C 1.283 -2.328 -0.077 -0.766
N 0.402 1.927 -0.818 -0.248
N 0.427 0.356 0.972 -0.545
N 0.934 1.484 0.319 -0.004
S -0.223 -1.575 -0.773 0.220
Cl -1.603 -1.113 1.891 -0.041
Cl 2.780 1.240 -0.140 -0.031
H -1.225 2.283 -2.064 0.197
H -2.098 1.666 0.432 0.218
H -2.705 0.717 -0.847 0.232
H 1.481 -3.217 -0.795 0.249
H 1.002 -2.528 0.962 0.225
H 2.249 -1.674 -0.071 0.240
H 0.637 0.288 1.983 0.415
```

Values from the calculation:
Calculated total energy: -1639.26857 Ha
ΔE to the lowest compared entry with this formula, charge and spin: 29.1 kcal/mol
Frontier orbital gap: 8.332 eV